Record 1
DFT (ωB97M-V with the def2-TZVPD basis set) results for C17H49FK3O11 as an isolated structure.

Computed properties:
HOMO-LUMO gap: 7.1 eV
Max |F|: 3.5 eV/Å
Total charge: +1

XYZ file:
```
81
Properties=species:S:1:pos:R:3:forces:R:3
K -1.6240 -1.5310 -0.0794 -0.471 -0.057 0.109
K 0.8344 4.2402 2.5829 0.404 -0.547 -0.384
K -3.4685 2.9471 0.8804 0.099 -1.059 -0.214
F -0.1473 0.8261 -0.3814 0.189 -0.069 0.394
O -5.3577 -0.7204 2.7378 -0.320 -0.051 -0.033
C -4.3221 -1.0131 1.9267 1.779 -0.043 -0.550
O -3.9134 -2.1658 1.8310 -0.380 -2.372 0.473
O -3.7282 -0.1020 1.3401 0.338 3.375 -0.858
H -5.5749 -1.6174 3.0019 -0.637 -0.223 0.583
C 1.7923 2.9521 -2.6159 0.687 0.784 0.888
C 2.3831 2.8799 -1.1934 0.297 0.124 -0.464
O 1.3797 3.0944 -0.2252 -0.063 0.058 0.901
H 1.1812 3.8514 -2.6926 0.197 0.224 -0.073
H 1.1082 2.1402 -2.8625 0.428 -0.319 0.102
H 2.6539 3.0393 -3.2778 -0.328 -0.233 -0.489
H 3.1630 3.5945 -0.9302 -0.133 0.633 -0.791
H 2.9514 1.9608 -1.0508 -0.506 -0.584 0.153
H 0.9274 2.2509 -0.1510 -0.774 -0.342 -0.222
C 1.3812 -4.3040 -0.5767 -0.486 -0.156 0.717
C 0.1838 -4.7582 0.3042 0.446 0.356 0.131
O -0.2932 -3.6184 1.0856 0.261 -0.259 -0.971
H 1.6592 -5.0835 -1.2861 0.106 -0.208 0.283
H 2.2087 -4.0637 0.0909 0.217 -0.247 -0.097
H 1.2440 -3.4136 -1.1904 -0.714 0.066 0.210
H 0.4832 -5.5269 1.0167 0.515 0.033 0.034
H -0.5890 -5.2743 -0.2656 -0.380 0.662 -0.303
H -0.9546 -3.8991 1.7223 -0.124 -0.283 0.061
C -1.4963 1.5736 4.3131 0.040 -0.078 -1.104
C -0.6851 1.1254 3.0907 -0.358 -1.411 0.940
O -0.6953 1.9804 1.9917 -0.471 2.114 0.252
H -2.4882 1.9461 4.0574 -0.002 0.156 -0.252
H -0.9593 2.3337 4.8804 -0.114 -0.187 0.368
H -1.7105 0.6491 4.8494 0.334 0.298 0.562
H -1.0925 0.1671 2.7687 -0.144 -0.172 0.008
H 0.3367 0.9261 3.4136 0.258 0.074 0.041
H -0.3083 1.5323 1.2360 -0.058 -0.548 -0.940
C 2.6767 2.7690 5.1474 0.125 -1.516 -0.024
C 3.4979 2.0748 4.0259 -0.432 0.408 1.565
O 2.8406 2.3123 2.8218 -0.215 0.889 -0.520
H 1.6428 2.4399 5.0434 -0.318 0.241 -0.374
H 2.7247 3.8543 5.2363 0.298 -0.073 -0.120
H 2.9108 2.2743 6.0901 0.459 0.529 0.267
H 3.5301 1.0027 4.2201 -0.132 -0.128 0.188
H 4.5381 2.3999 4.0471 0.072 0.302 -0.258
H 2.9425 1.5498 2.2475 -0.191 -0.385 -0.727
C -3.1888 3.1393 -3.6555 1.091 -1.022 0.073
C -1.9552 2.4316 -2.9913 -0.986 1.191 -0.380
O -2.3744 1.9359 -1.7133 -0.391 0.418 -0.294
H -3.9261 2.4135 -3.9986 -0.179 0.018 0.396
H -2.9001 3.6826 -4.5553 0.238 0.118 0.128
H -3.5966 3.8441 -2.9308 -0.191 -0.076 -0.101
H -1.1932 3.2044 -2.8897 0.172 0.065 0.356
H -1.4874 1.6607 -3.6036 -0.394 -0.307 -0.070
H -1.6240 1.5087 -1.2938 0.747 -0.340 0.315
C 1.8577 -1.5201 2.4303 0.640 -0.437 -0.454
C 2.4769 -1.0932 1.1117 -0.025 -0.065 0.904
O 2.3580 0.2989 0.9843 0.423 1.053 -0.392
H 2.0087 -2.5996 2.4328 -0.599 -0.131 0.558
H 0.8142 -1.2082 2.4746 -0.049 -0.438 -0.029
H 2.3738 -1.0864 3.2869 0.126 0.060 -0.036
H 2.0014 -1.6409 0.2980 0.002 0.152 -0.216
H 3.5493 -1.2881 1.1016 -0.011 -0.271 -0.061
H 1.5145 0.5270 0.5866 -0.487 -0.125 -0.338
C 2.0299 -2.1660 -3.7195 -0.066 -0.142 -0.422
C 1.7564 -0.9762 -2.8390 0.459 0.070 0.295
O 0.4758 -1.1242 -2.2598 -0.595 -0.368 -0.154
H 2.9560 -2.1195 -4.2926 0.153 0.293 0.258
H 1.2409 -2.2052 -4.4705 -0.153 -0.209 0.036
H 2.0436 -3.1003 -3.1583 -0.109 0.066 -0.012
H 1.8102 -0.0419 -3.3978 0.003 0.052 -0.251
H 2.4508 -0.8773 -2.0047 0.556 -0.134 -0.085
H 0.3674 -0.3783 -1.6653 -0.265 0.583 0.443
C -3.0469 -1.4525 -3.3620 -1.557 -0.375 -1.120
C -2.3951 -2.8130 -3.2292 1.851 1.903 -0.823
O -2.7378 -3.4353 -2.0486 -0.391 -0.909 0.930
H -4.1050 -1.6614 -3.5198 -0.455 0.147 0.251
H -2.8015 -0.9918 -4.3189 0.529 0.262 0.157
H -3.0143 -0.7385 -2.5390 0.540 -0.164 0.054
H -1.3232 -2.6178 -3.1967 0.230 -0.312 0.206
H -2.5297 -3.3947 -4.1411 -0.458 -0.274 0.077
H -3.6531 -3.7121 -2.1340 -0.198 -0.126 0.338
```
Positions in Å, forces in eV/Å.

Record 2
DFT (ωB97M-V with the def2-TZVPD basis set) results for C4H6B5F20LiO3 as an isolated structure.

Computed properties:
HOMO-LUMO gap: 7.7 eV
Max |F|: 4.8 eV/Å
Total charge: -4

XYZ file:
```
39
Properties=species:S:1:pos:R:3:forces:R:3
Li 13.7974 -11.3240 2.2099 0.022 -0.215 -0.815
B 14.6970 -9.9581 4.1341 0.220 2.624 -1.423
F 14.5774 -9.9104 5.4466 -0.415 -0.080 4.695
F 13.4453 -9.9417 3.5635 -2.082 -0.552 -0.944
F 15.3147 -8.7732 3.7567 1.063 0.762 -0.476
F 15.3507 -11.0499 3.7774 1.704 -2.522 -1.253
B 15.5785 -12.3114 -0.2121 -0.129 -0.310 -0.704
F 15.1254 -11.7082 0.9025 -0.576 0.835 2.409
F 16.2804 -11.4420 -0.9578 1.584 2.572 -1.992
F 16.5090 -13.2766 0.1000 1.176 -2.340 0.960
F 14.5560 -12.8084 -0.9543 -1.082 -1.307 -0.895
B 13.4881 -7.8767 0.5489 0.785 -1.515 -0.207
F 14.0741 -9.1615 0.7470 -0.063 0.839 0.040
F 13.2235 -7.2892 1.7426 -0.862 0.742 2.289
F 14.3228 -6.9798 -0.1009 1.817 0.882 -1.138
F 12.3763 -7.9733 -0.2275 -1.760 -0.143 -0.815
B 11.9895 -11.4294 -0.3557 -0.372 1.969 -0.075
F 12.8205 -10.6883 -1.1227 1.142 0.851 -0.893
F 12.5566 -12.0395 0.6947 1.548 -0.932 2.722
F 10.9569 -10.6370 0.1309 -1.464 1.513 0.980
F 11.3865 -12.3422 -1.1037 -1.812 -3.398 -2.784
B 12.6956 -13.8042 3.9127 0.568 -0.472 0.163
F 13.4620 -13.0363 3.1469 2.370 2.273 -1.932
F 13.3206 -15.0384 3.9992 0.093 -1.642 0.496
F 12.6067 -13.2238 5.1528 -0.266 0.416 2.298
F 11.4885 -13.8466 3.3344 -2.887 -0.855 -0.613
C 10.4553 -10.4315 3.5895 0.645 -1.105 0.506
C 10.6970 -10.8663 5.0865 1.318 0.984 -2.063
C 11.6532 -10.0264 5.8866 0.813 1.250 -1.423
O 10.9669 -9.8608 7.1353 0.861 0.190 1.363
C 9.6872 -10.0579 6.9376 -1.161 -0.272 1.029
O 8.8092 -9.8901 7.7822 0.866 0.040 -0.868
O 9.4875 -10.4998 5.7178 -2.411 -0.585 0.610
H 11.1089 -10.8971 2.8519 0.092 -0.201 0.273
H 10.5634 -9.3630 3.4030 -0.045 0.083 0.474
H 9.4457 -10.7523 3.3331 -0.047 0.045 -0.005
H 11.0371 -11.8822 5.2876 -1.010 -0.442 -0.541
H 11.7017 -9.0433 5.4182 0.201 0.243 0.120
H 12.6809 -10.3811 5.9647 -0.442 -0.227 0.432
```
Positions in Å, forces in eV/Å.

Record 3
DFT (ωB97M-V with the def2-TZVPD basis set) results for C15H21BCaF15KLiMgN2O15S3 as an isolated structure.

Computed properties:
HOMO-LUMO gap: 1.6 eV
Max |F|: 9.0 eV/Å
Total charge: -1

XYZ file:
```
76
Properties=species:S:1:pos:R:3:forces:R:3
O -1.4180 -1.0886 -4.8854 0.357 -1.043 4.737
C -1.1817 -1.4509 -3.6564 2.862 0.907 -2.105
C -1.8367 -0.9608 -2.2391 0.943 2.081 -0.717
C -0.4703 -0.8444 -1.3871 0.237 -0.401 -0.225
C 0.6353 -1.7612 -2.1822 0.409 1.185 1.900
C 1.6621 -0.6170 -2.6896 5.648 4.126 1.682
O 1.7285 -0.2665 -3.9554 -2.207 -1.525 1.989
O 2.4929 0.0594 -1.7914 -5.400 -4.336 -4.164
N -0.1031 -2.4558 -3.2974 -1.235 3.571 -0.568
H -2.1445 0.1453 -2.4211 0.046 -2.025 0.159
H -2.7582 -1.5289 -1.8013 1.890 0.952 -0.631
H -0.1482 0.2521 -1.4536 -0.279 -1.735 0.330
H -0.4379 -1.1890 -0.2952 -0.655 0.643 -1.642
H 1.0116 -2.4965 -1.3652 -0.078 1.287 -1.901
H 0.4704 -2.7889 -4.0952 -0.306 0.949 0.551
K -2.3252 -3.3589 -3.2268 -2.769 -3.690 0.526
C -3.4897 -0.9911 0.8496 -0.927 0.703 -0.743
O -2.8256 -2.0949 0.5360 0.090 0.141 -0.051
H -2.8886 -0.0797 1.0403 0.684 -0.140 0.416
H -4.2190 -0.6112 0.1080 -0.075 -0.327 -0.480
H -4.1138 -1.0219 1.7630 0.254 -0.475 0.612
Mg -0.7002 1.1030 -5.3143 0.833 0.008 0.499
N 1.6039 5.4869 -6.8361 -1.502 0.691 -0.810
S 2.8513 6.3047 -7.3541 8.227 3.684 -0.378
O 2.5841 7.5427 -8.0536 -1.839 -1.498 0.476
O 4.0008 5.5590 -7.7916 -2.486 -0.214 0.113
F 3.3810 6.8651 -5.9643 -1.340 -0.787 -0.346
S 0.7936 4.8493 -8.0268 -2.234 -5.307 -4.662
O -0.5198 4.3737 -7.6417 1.367 1.516 1.455
O 1.4921 3.9888 -8.9415 0.081 1.601 1.742
F 0.4119 6.1012 -8.9455 -0.005 1.037 0.620
C 2.2428 7.5118 -1.2968 -0.082 -0.003 2.347
F 2.1091 8.7984 -0.8951 0.109 -0.715 -0.969
F 3.2528 6.9930 -0.5629 -0.544 0.258 -1.190
F 1.1158 6.8721 -0.8913 0.473 0.204 -0.861
S 2.5342 7.3604 -3.1272 1.947 2.103 -0.775
O 3.7621 8.0915 -3.3856 -1.307 -0.836 0.707
O 1.3557 7.9610 -3.7652 -0.529 -1.074 -0.001
O 2.6515 5.9189 -3.3876 -1.330 -0.913 -0.334
Li -0.0343 7.2509 -7.1218 0.376 0.433 -0.442
Ca 0.9062 4.9285 -4.8398 0.420 -1.022 3.277
B 3.1819 -0.3805 1.5411 0.163 0.192 -0.372
F 1.9893 0.3719 1.8328 0.699 -0.532 -0.162
F 4.1098 0.4500 0.8249 -0.683 -0.657 0.729
F 3.7831 -0.8191 2.7725 -0.414 0.271 -0.714
F 2.8419 -1.5269 0.7393 0.109 0.597 0.683
C -3.7117 -6.8135 2.5489 -0.008 -0.354 -0.264
C -4.8618 -5.9435 3.0246 0.281 0.119 0.355
O -5.0432 -4.7659 2.2498 0.528 0.015 -0.752
C -5.7731 -4.8496 1.0016 -0.982 -0.726 1.749
O -6.9398 -5.4334 1.1708 0.608 0.291 -1.088
C -4.9323 -5.4650 -0.1777 0.557 -0.327 0.322
F -3.6421 -5.0518 -0.1174 -0.168 -0.044 -0.182
F -5.3902 -5.0442 -1.3873 -0.096 -0.013 0.185
F -4.9027 -6.8107 -0.2220 -0.239 0.450 -0.179
H -2.8598 -6.2069 2.2333 -0.066 0.015 0.161
H -3.3918 -7.4886 3.3472 0.001 0.096 0.024
H -4.0097 -7.4384 1.7072 0.088 0.019 0.069
H -4.6071 -5.5889 4.0282 -0.108 0.200 -0.121
H -5.7835 -6.5217 3.1368 -0.105 0.119 -0.331
H -5.7933 -3.7823 0.7129 -0.202 0.284 -0.142
C 3.8574 0.5815 6.5578 -0.288 0.282 0.019
C 3.8463 -0.9093 6.2720 0.436 0.197 -0.548
O 3.5339 -1.7062 7.4125 -0.772 0.367 1.283
C 2.1515 -1.8837 7.7897 1.546 -0.159 -2.541
O 1.4274 -2.2978 6.7696 -0.562 0.297 1.370
C 1.5336 -0.6352 8.5265 -0.197 1.147 0.588
F 2.4442 -0.0646 9.3527 -0.209 -0.394 -0.371
F 0.4975 -0.9953 9.3218 0.338 -0.227 -0.517
F 1.0830 0.3404 7.7187 0.052 -0.674 0.196
H 4.2965 0.7950 7.5358 0.080 -0.068 -0.074
H 4.4264 1.1098 5.7889 -0.012 -0.150 0.009
H 2.8493 0.9949 6.5447 0.133 0.045 -0.013
H 4.8654 -1.1941 5.9940 -0.158 -0.223 0.109
H 3.2232 -1.1475 5.4055 -0.122 -0.059 0.198
H 2.2653 -2.5904 8.6305 -0.351 -0.410 0.179
```
Positions in Å, forces in eV/Å.

Record 4
DFT (ωB97M-V with the def2-TZVPD basis set) results for one molecule with the formula C4H5NOS.

Computed properties:
HOMO-LUMO gap: 7.8 eV
SMILES: C=C(C=S)NC=O
Max |F|: 8.6 eV/Å

XYZ file:
```
12
Properties=species:S:1:pos:R:3:forces:R:3
C -0.9157 -1.0746 0.6716 4.666 0.191 -0.935
C -0.3417 0.1070 0.1606 -0.650 -1.549 0.394
C 1.2336 -0.7644 -1.3497 5.826 -0.482 -1.727
C -0.8439 1.3368 0.6858 -0.999 0.260 0.924
H -1.8967 -1.0255 1.1264 0.310 -0.220 0.195
H -0.1062 -2.0037 0.7693 -2.975 2.142 -0.503
H 1.0924 1.3456 -0.3251 0.867 -1.706 -1.727
H 0.2561 -1.6207 -1.3132 3.342 2.237 -0.689
H -1.5435 1.3927 1.4722 -1.536 -1.385 0.489
N 0.8131 0.3511 -0.6532 -2.178 -1.359 1.952
O 2.5182 -0.8479 -1.8328 -8.198 -0.045 2.558
S -0.2657 2.8035 0.5882 1.526 1.916 -0.933
```
Positions in Å, forces in eV/Å.

Record 5
DFT (ωB97M-V with the def2-TZVPD basis set) results for one molecule with the formula C4H11NO.

Computed properties:
HOMO-LUMO gap: 10.3 eV
SMILES: CCOCNC
Max |F|: 1.5 eV/Å

XYZ file:
```
17
Properties=species:S:1:pos:R:3:forces:R:3
C -1.5233 -1.6937 -1.0359 -0.860 -0.454 0.688
C 0.1833 -0.1203 -0.9693 0.875 0.970 0.758
N -0.1023 -1.5248 -0.8625 0.315 1.226 -0.030
H -1.7786 -2.7317 -0.8201 -0.154 0.013 -0.132
H -1.8110 -1.4627 -2.0582 0.027 -0.024 -0.119
H -2.0997 -1.0444 -0.3515 0.031 -0.255 -0.275
H -0.2731 0.2525 -1.8822 0.028 -0.060 -0.224
H 1.2732 0.0768 -1.0091 -0.440 -0.221 0.084
H 0.1784 -1.8548 0.0513 0.099 -0.060 0.053
C 0.4787 1.6534 0.7703 -0.306 -0.402 -0.145
O -0.3877 0.7094 0.1093 0.359 -0.286 -0.279
C 1.3382 0.9613 1.8345 -0.734 0.102 0.296
H -0.1985 2.3936 1.2529 0.402 -0.528 -0.361
H 1.0945 2.1982 0.0330 -0.147 -0.169 0.186
H 2.1362 0.3544 1.4094 0.013 0.010 -0.055
H 0.6643 0.3040 2.4246 0.475 0.359 -0.261
H 1.7706 1.7080 2.5149 0.017 -0.221 -0.183
```
Positions in Å, forces in eV/Å.

Record 6
DFT (ωB97M-V with the def2-TZVPD basis set) results for one molecule with the formula C4H9NS.

Computed properties:
HOMO-LUMO gap: 10.0 eV
SMILES: C=NC(C)(C)S
Max |F|: 2.7 eV/Å

XYZ file:
```
15
Properties=species:S:1:pos:R:3:forces:R:3
C 0.3037 -1.6138 -1.6091 0.548 -0.112 -0.668
C 0.1789 -0.2265 1.5879 -0.019 -0.064 -0.085
C -1.0974 1.0553 -0.1786 -0.079 -0.015 -0.046
C 0.0324 0.0878 0.1127 0.200 -1.515 -1.185
N -0.3062 -1.2490 -0.5883 -0.289 1.999 1.763
S 1.6378 0.7785 -0.5442 -0.184 -0.324 -0.049
H 0.0123 -2.5491 -2.0660 -0.065 -0.237 -0.127
H 1.1192 -1.0705 -2.0915 0.035 0.083 0.014
H 0.9295 -0.9993 1.7340 0.052 -0.004 0.033
H -0.7706 -0.5853 1.9776 -0.118 -0.048 0.050
H 0.4767 0.6636 2.1378 -0.003 0.058 0.059
H -1.1049 1.3352 -1.2332 -0.012 -0.023 0.094
H -2.0488 0.5845 0.0685 -0.047 0.000 0.043
H -0.9824 1.9571 0.4265 -0.012 -0.021 -0.048
H 1.6199 1.8315 0.2658 -0.007 0.222 0.154
```
Positions in Å, forces in eV/Å.